Record 1
Density functional theory data (ωB97M-V/def2-TZVPD) for a single C6H10O molecule.

The multiplicity is 1. The lowest unoccupied orbital energy is 1.101 eV. The HOMO-LUMO gap is 10.5 eV. As for the SMILES: C[C@H]1OC[C@H]2C[C@H]21. The highest occupied orbital energy is -9.4 eV.

Element x y z (Å)
C  0.5627  -1.1892  -1.4751
C  -0.5960  -0.7028  -0.6078
O  -0.4559  -1.3470  0.6614
C  -0.2435  -0.4093  1.7017
C  -0.1965  0.9760  1.0852
C  0.6931  1.4249  -0.0443
C  -0.6369  0.8036  -0.3401
H  0.4562  -2.2587  -1.6747
H  1.5016  -1.0591  -0.9285
H  0.6324  -0.6496  -2.4250
H  -1.5487  -1.0153  -1.0561
H  -1.1069  -0.4212  2.3829
H  0.6394  -0.7125  2.2763
H  -0.5969  1.7759  1.6999
H  1.5896  0.8958  -0.3494
H  0.7647  2.5038  -0.1572
H  -1.4585  1.3844  -0.7492

Here are the Mulliken charges for atoms 1 to 5, given in e: atom 1 (C): -1.3276, atom 2 (C): 0.1524, atom 3 (O): -0.4189, atom 4 (C): -0.5614, atom 5 (C): -0.0091

---

Record 2
Density functional theory data (ωB97M-V/def2-TZVPD) for 2 unconnected molecules or ions with the total composition C6H10O.

The multiplicity is 1. The lowest unoccupied orbital energy (alpha / beta) is -1.111 / -1.088 eV. The HOMO-LUMO gap (alpha / beta) is 8.3 / 8.3 eV. The highest occupied orbital energy (alpha / beta) is -9.4 / -9.4 eV.

Element x y z (Å)
O  -1.4802  -0.1533  1.8558
C  -1.8430  -0.0366  0.7072
C  -1.2560  -0.8149  -0.4531
C  0.1727  -1.3070  -0.1870
C  1.2223  -0.4432  -0.8295
C  -0.5726  2.2729  -0.1408
C  2.2567  0.1163  -0.2024
H  -2.7048  0.6072  0.4455
H  -1.9382  -1.6612  -0.6179
H  -1.3124  -0.1874  -1.3486
H  0.2870  -2.3280  -0.5731
H  0.3304  -1.3515  0.8965
H  1.1366  -0.3212  -1.9119
H  -0.0917  2.8868  -0.9297
H  -0.2848  2.7926  0.7986
H  3.0186  0.6705  -0.7458
H  2.4049  -0.0034  0.8691

Here are the Mulliken charges for atoms 1 to 5, given in e: atom 1 (O): -0.5246, atom 2 (C): -0.0969, atom 3 (C): -0.6232, atom 4 (C): -0.3672, atom 5 (C): -0.1632

---

Record 3
Density functional theory data (ωB97M-V/def2-TZVPD) for a molecular structure, C6H10O in a non-equilibrium geometry.

The multiplicity is 1. The lowest unoccupied orbital energy is 1.093 eV. The HOMO-LUMO gap is 10.5 eV. The highest occupied orbital energy is -9.4 eV.

Element x y z (Å)
C  1.1214  0.0472  1.8143
C  1.1007  -0.1226  0.3150
O  -0.1738  -1.4135  0.3920
C  -0.9425  -1.3384  -0.7760
C  -0.8264  0.0658  -1.2770
C  -0.9431  1.2019  -0.3325
C  0.4328  0.7464  -0.6908
H  1.3484  -0.9584  2.1829
H  0.1347  0.3235  2.1795
H  1.8789  0.7278  2.2259
H  2.1547  -0.3077  -0.0213
H  -0.6311  -2.0581  -1.5569
H  -2.0381  -1.4766  -0.6587
H  -1.1497  0.2165  -2.3063
H  -1.2291  0.9754  0.6894
H  -1.2856  2.1455  -0.7310
H  1.0479  1.2253  -1.4484

Here are the Mulliken charges for atoms 1 to 5, given in e: atom 1 (C): -1.1533, atom 2 (C): -0.0228, atom 3 (O): -0.4946, atom 4 (C): -0.5633, atom 5 (C): -0.0982

---

Record 4
Density functional theory data (ωB97M-V/def2-TZVPD) for a single C6H10O molecule in a non-equilibrium geometry.

The multiplicity is 1. The lowest unoccupied orbital energy is 0.785 eV. The HOMO-LUMO gap is 8.6 eV. As for the SMILES: CC/C=C/C=C/O. The highest occupied orbital energy is -7.8 eV.

Element x y z (Å)
C  -0.9817  1.5989  1.6651
C  -1.3559  1.6605  0.1421
C  -1.1205  0.3473  -0.5174
C  0.1089  -0.1172  -0.7676
C  0.5107  -1.5104  -0.8659
C  1.8118  -1.8229  -0.9270
O  2.3008  -2.9580  -0.3178
H  -0.1992  0.8638  1.8072
H  -1.8531  1.2759  2.2374
H  -0.7016  2.5834  2.0361
H  -0.6679  2.4235  -0.2299
H  -2.3753  2.0381  0.1109
H  -1.8661  -0.4461  -0.5034
H  0.9126  0.6039  -0.9306
H  -0.2584  -2.2660  -0.9874
H  2.5887  -1.1219  -1.2120
H  3.1461  -3.1530  -0.7398

Here are the Mulliken charges for atoms 1 to 5, given in e: atom 1 (C): -1.0162, atom 2 (C): -0.4761, atom 3 (C): -0.3287, atom 4 (C): -0.2021, atom 5 (C): -0.2835

---

Record 5
Density functional theory data (ωB97M-V/def2-TZVPD) for a single C6H10O molecule.

The multiplicity is 1. The lowest unoccupied orbital energy is 1.170 eV. The HOMO-LUMO gap is 10.8 eV. As for the SMILES: C[C@H]1OC[C@H]2C[C@H]21. The highest occupied orbital energy is -9.7 eV.

Element x y z (Å)
C  2.1267  -0.2571  0.1740
C  0.8415  0.4273  -0.2984
O  0.2413  -0.3870  -1.3049
C  -1.1394  -0.0767  -1.3696
C  -1.5408  0.2714  0.0511
C  -1.0053  -0.6388  1.1174
C  -0.2534  0.6052  0.7443
H  2.1849  -1.2502  -0.2728
H  2.1311  -0.3679  1.2618
H  3.0211  0.3014  -0.1150
H  1.0692  1.4208  -0.7213
H  -1.3248  0.7818  -2.0366
H  -1.6465  -0.9562  -1.7774
H  -2.4515  0.8371  0.2225
H  -0.5902  -1.5947  0.8078
H  -1.5207  -0.6475  2.0738
H  -0.1743  1.4271  1.4496

Here are the Mulliken charges for atoms 1 to 5, given in e: atom 1 (C): -1.2793, atom 2 (C): 0.3542, atom 3 (O): -0.4588, atom 4 (C): -0.6068, atom 5 (C): -0.1615

---

Record 6
Density functional theory data (ωB97M-V/def2-TZVPD) for a single C6H10O molecule.

The multiplicity is 1. The lowest unoccupied orbital energy is 0.895 eV. The HOMO-LUMO gap is 9.4 eV. The highest occupied orbital energy is -8.5 eV.

Element x y z (Å)
C  -1.8748  -0.8009  -0.7198
C  -0.3614  -0.9684  -0.8623
C  0.3328  -0.8883  0.4839
O  1.7466  -1.2440  0.4094
C  2.1777  -0.2798  1.2150
C  1.0809  1.6253  0.2736
C  0.7927  0.4085  1.2080
H  -2.1231  0.1756  -0.2882
H  -2.2957  -1.5786  -0.0698
H  -2.3663  -0.8768  -1.6949
H  0.0515  -0.2238  -1.5537
H  -0.1382  -1.9568  -1.2900
H  -0.1428  -1.5877  1.1844
H  1.9729  1.3771  -0.2913
H  1.3292  2.5011  0.8866
H  0.2549  1.8645  -0.4036
H  0.3034  0.6414  2.1655

Here are the Mulliken charges for atoms 1 to 5, given in e: atom 1 (C): -1.1709, atom 2 (C): -0.4465, atom 3 (C): 0.0189, atom 4 (O): -0.1954, atom 5 (C): -0.5795

---

Record 7
Density functional theory data (ωB97M-V/def2-TZVPD) for a single C6H10O molecule.

The multiplicity is 1. The lowest unoccupied orbital energy is 0.917 eV. The HOMO-LUMO gap is 10.4 eV. As for the SMILES: O[C@@H]1C=CCCC1. The highest occupied orbital energy is -9.5 eV.

Element x y z (Å)
O  1.7908  -0.6442  1.2711
C  1.3296  -0.4816  -0.0720
C  1.1149  0.9737  -0.3972
C  -0.0733  1.5583  -0.2529
C  -1.3067  0.8348  0.2037
C  -1.2877  -0.6894  -0.0412
C  0.0842  -1.3195  -0.3695
H  1.4149  0.0714  1.7980
H  2.1434  -0.8732  -0.6919
H  1.9820  1.5639  -0.6847
H  -0.1822  2.6235  -0.4442
H  -2.1881  1.2761  -0.2754
H  -1.4413  1.0353  1.2762
H  -1.7250  -1.1851  0.8216
H  -1.9696  -0.9177  -0.8612
H  0.2048  -2.2728  0.1573
H  0.1093  -1.5535  -1.4379

Here are the Mulliken charges for atoms 1 to 5, given in e: atom 1 (O): -0.5833, atom 2 (C): -0.0031, atom 3 (C): -0.6365, atom 4 (C): -0.1880, atom 5 (C): -0.5355

---

Record 8
Density functional theory data (ωB97M-V/def2-TZVPD) for a single C6H10O molecule.

The multiplicity is 1. The lowest unoccupied orbital energy is 1.107 eV. The HOMO-LUMO gap is 10.1 eV. As for the SMILES: C=COC/C=C\C. The highest occupied orbital energy is -9.0 eV.

Element x y z (Å)
C  -0.3111  1.9184  -1.0830
C  -1.2068  1.1322  -0.5079
O  -1.4198  -0.1275  -0.9858
C  -1.3014  -1.1566  0.0051
C  -0.3803  -0.7814  1.1402
C  0.8872  -0.3812  1.0371
C  1.8349  -0.5391  -0.1088
H  -0.1328  2.9196  -0.7140
H  0.2272  1.5440  -1.9486
H  -1.7986  1.4339  0.3605
H  -0.9579  -2.0341  -0.5518
H  -2.2995  -1.3737  0.4080
H  -0.8393  -0.7453  2.1247
H  1.3613  0.0194  1.9315
H  2.5063  -1.3447  0.2141
H  2.4625  0.3458  -0.2667
H  1.3682  -0.8299  -1.0544

Here are the Mulliken charges for atoms 1 to 5, given in e: atom 1 (C): -0.7401, atom 2 (C): 0.0244, atom 3 (O): -0.3764, atom 4 (C): -0.5138, atom 5 (C): -0.4091

---

Record 9
Density functional theory data (ωB97M-V/def2-TZVPD) for a molecular structure, C6H10O in a non-equilibrium geometry.

The multiplicity is 1. The lowest unoccupied orbital energy is 0.543 eV. The HOMO-LUMO gap is 8.7 eV. The highest occupied orbital energy is -8.2 eV.

Element x y z (Å)
C  1.8054  0.5396  -0.0417
C  0.9990  -0.7472  0.0132
C  -0.1289  -0.7543  1.0935
C  -1.1285  -0.3013  -0.0228
O  -2.4268  -0.7803  -0.1010
C  -0.8478  1.1030  -0.3337
C  -0.0764  -0.5990  -0.9995
H  2.1814  0.7453  -1.0536
H  2.6800  0.5134  0.6427
H  0.8162  1.2535  -0.0644
H  1.6358  -1.6385  -0.0335
H  0.0063  -0.0854  1.9525
H  -0.3768  -1.7658  1.4249
H  -2.9630  -0.0965  0.3213
H  -1.2418  1.5376  -1.2377
H  -0.8950  1.8091  0.5220
H  -0.0390  -0.7331  -2.0822

Here are the Mulliken charges for atoms 1 to 5, given in e: atom 1 (C): -1.0121, atom 2 (C): 0.0008, atom 3 (C): -0.8223, atom 4 (C): 0.8595, atom 5 (O): -0.5169

---

Record 10
Density functional theory data (ωB97M-V/def2-TZVPD) for a single C6H10O molecule in a non-equilibrium geometry.

The multiplicity is 1. The lowest unoccupied orbital energy is 1.025 eV. The HOMO-LUMO gap is 10.2 eV. As for the SMILES: C[C@H]1CC=C[C@H]1O. The highest occupied orbital energy is -9.2 eV.

Element x y z (Å)
C  1.8913  -0.6086  0.1155
C  0.6082  0.0850  0.5671
C  0.1334  1.2246  -0.3760
C  -1.3680  0.9949  -0.5120
C  -1.7972  0.0505  0.3454
C  -0.6154  -0.8492  0.5968
O  -0.7810  -1.5254  -0.6597
H  1.7390  -1.0860  -0.8579
H  2.7209  0.1033  0.0295
H  2.1926  -1.3882  0.8255
H  0.7491  0.4900  1.5792
H  0.6895  1.2266  -1.3223
H  0.2801  2.2111  0.0797
H  -2.0035  1.5670  -1.1798
H  -2.8025  -0.3381  0.4833
H  -0.6270  -1.5306  1.4612
H  -1.0480  -0.6599  -1.1567

Here are the Mulliken charges for atoms 1 to 5, given in e: atom 1 (C): -1.4980, atom 2 (C): 0.4328, atom 3 (C): -0.7383, atom 4 (C): -0.5628, atom 5 (C): -0.4443

---

no.,electronic energy (eV),M (g/mol)
1,-8430.354,98.14
2,-8425.920,98.14
3,-8429.033,98.14
4,-8429.583,98.14
5,-8430.584,98.14
6,-8428.262,98.14
7,-8430.926,98.14
8,-8429.576,98.14
9,-8426.894,98.14
10,-8429.890,98.14